Record 1
Density functional theory data (wB97M-V/def2-TZVPD) for a structure of composition C35H37F3GeN4O5OsS.

Output
net charge	+1
relative energy (zero: lowest compared OMol25 entry of this formula, charge and spin)	1.48	kcal/mol
HOMO energy (alpha / beta)	-10.80 / -10.83	eV
max |F|	0.0068	Eh/bohr
gap between HOMO and LUMO (alpha / beta)	8.605 / 7.736	eV
multiplicity	2

XYZ file:
```
87
Properties=species:S:1:pos:R:3:forces:R:3:lowdin_charge:R:1
Os -0.76703 -0.59285 -2.14649 -0.1 0.3 -0.1 1.549
N -5.44270 2.29842 3.72131 0.0 0.0 0.0 0.130
C -4.30905 2.15381 2.98073 0.0 0.0 0.0 -0.301
C -3.94881 0.89303 2.46926 0.0 0.0 0.0 -0.010
C -2.82411 0.75266 1.69276 0.0 0.0 0.0 -0.050
C -2.03198 1.86997 1.42264 -0.1 -0.1 -0.1 -0.313
C -2.38147 3.12734 1.90205 0.1 0.0 0.0 -0.041
C -3.50850 3.26643 2.67949 0.0 0.0 0.0 -0.010
S -0.64103 1.70146 0.41118 -0.1 0.0 -0.1 0.716
O 0.02043 2.95141 0.25640 0.2 0.1 0.1 -0.231
O 0.15900 0.57504 0.99029 0.0 0.1 -0.1 -0.364
N -1.10995 1.05371 -0.97961 0.0 0.0 0.2 -0.219
C -1.98246 1.69069 -1.82886 0.0 -0.1 -0.1 -0.439
N -2.07133 0.87527 -2.90750 0.0 0.0 -0.1 -0.023
C -2.86044 1.25516 -3.90260 0.0 0.0 0.0 -0.067
C -3.56627 2.44307 -3.80902 0.0 0.0 0.0 -0.020
C -3.40723 3.19302 -2.65410 0.0 0.0 0.0 -0.077
N -2.61239 2.82611 -1.64495 0.0 0.0 0.0 0.178
H -5.91504 1.48470 4.07108 0.0 0.0 0.0 0.104
H -5.60311 3.15529 4.21924 0.0 0.0 0.0 0.106
H -4.57228 0.03319 2.67953 0.0 0.0 0.0 0.118
H -2.56517 -0.21361 1.27805 0.0 0.0 0.0 0.108
H -1.76623 3.98309 1.66022 0.0 0.0 0.0 0.123
H -3.78498 4.24149 3.05967 0.0 0.0 0.0 0.119
H -2.91853 0.60998 -4.76907 0.0 0.0 0.0 0.118
H -4.21098 2.77166 -4.60911 0.0 0.0 0.0 0.112
H -3.93562 4.12986 -2.52589 0.0 0.0 0.0 0.121
C 2.94991 4.08735 4.47101 0.0 0.0 0.0 -0.070
C 2.78891 2.82234 5.01386 0.0 0.0 0.0 -0.072
C 2.45166 1.75612 4.19121 0.0 0.1 0.0 -0.097
C 2.27439 1.95227 2.82034 -0.1 0.0 0.1 -0.265
C 2.44093 3.22948 2.28209 0.0 0.0 0.0 -0.112
C 2.77426 4.29144 3.10884 0.0 0.0 -0.1 -0.066
Ge 1.92528 0.39324 1.75843 0.3 -0.2 -0.1 1.082
C 3.12568 0.13177 0.28836 0.1 0.1 0.0 -0.266
C 3.12500 -1.05708 -0.44026 0.0 0.0 -0.1 -0.113
C 4.00268 -1.22162 -1.50090 0.0 -0.1 0.0 -0.075
C 4.88576 -0.20747 -1.83955 0.0 0.1 0.0 -0.065
C 4.90619 0.97199 -1.10885 0.0 0.0 0.0 -0.064
C 4.03516 1.13779 -0.04331 0.0 0.0 0.0 -0.091
C 1.47124 -1.19041 2.76132 -0.2 0.1 0.0 -0.274
C 0.25957 -1.20513 3.45409 -0.1 0.0 0.1 -0.109
C -0.12680 -2.32537 4.17440 0.0 0.0 0.0 -0.079
C 0.69623 -3.44470 4.20410 0.0 0.0 0.0 -0.078
C 1.90132 -3.43984 3.51660 0.0 0.0 0.0 -0.075
C 2.28979 -2.31562 2.79780 0.0 0.0 0.0 -0.094
H 3.21564 4.91963 5.10977 0.0 0.0 0.0 0.109
H 2.92834 2.66288 6.07500 0.0 0.0 0.0 0.108
H 2.32778 0.76930 4.62243 0.0 0.0 0.0 0.098
H 2.29601 3.40436 1.22315 0.0 0.0 0.0 0.094
H 2.89907 5.28076 2.68858 0.0 0.0 0.0 0.110
H 2.42572 -1.84533 -0.19899 0.0 0.0 0.0 0.085
H 3.99858 -2.14545 -2.06600 0.0 0.0 0.0 0.108
H 5.56526 -0.33810 -2.67174 0.0 0.0 0.0 0.110
H 5.60015 1.76036 -1.36805 0.0 0.0 0.0 0.110
H 4.06826 2.05684 0.52952 0.0 0.0 0.0 0.091
H -0.39100 -0.33536 3.43364 0.0 0.0 0.0 0.103
H -1.06422 -2.32503 4.71602 0.0 0.0 0.0 0.109
H 0.39862 -4.32021 4.76633 0.0 0.0 0.0 0.109
H 2.54400 -4.31021 3.54292 0.0 0.0 0.0 0.110
H 3.23436 -2.32484 2.26600 0.0 0.0 0.0 0.106
C -0.89162 -1.28748 -5.78622 0.0 0.0 0.0 -0.053
C -1.47790 -2.16203 -4.70352 0.0 -0.1 0.0 -0.214
O -0.65364 -2.17807 -3.51326 -0.1 0.1 0.0 -0.354
C 0.44664 -3.13068 -3.55880 0.0 0.0 0.0 -0.215
C -0.01543 -4.50926 -3.15405 0.0 0.0 -0.1 -0.034
H -1.55155 -1.30412 -6.65500 0.0 0.0 0.0 0.093
H 0.08780 -1.64283 -6.10475 0.0 0.0 0.0 0.086
H -0.77857 -0.25840 -5.44777 0.0 0.0 0.0 0.056
H -1.58715 -3.19600 -5.03428 0.0 0.0 0.0 0.124
H -2.45604 -1.81440 -4.37327 0.0 0.0 0.0 0.117
H 1.19948 -2.74188 -2.88129 0.0 0.0 0.0 0.102
H 0.84874 -3.11128 -4.57179 0.0 0.0 0.0 0.127
H -0.38935 -4.50376 -2.13271 0.0 0.0 0.0 0.068
H 0.83021 -5.19650 -3.20685 0.0 0.0 0.0 0.095
H -0.79555 -4.89334 -3.81211 0.0 0.0 0.0 0.082
C -0.99867 -3.37140 0.73896 0.0 0.0 0.0 0.042
C -0.96168 -2.34763 -0.34602 0.1 -0.1 0.1 -0.665
O -2.00932 -1.79713 -0.79864 0.0 0.0 0.0 -0.092
O 0.14952 -1.99413 -0.86199 0.0 -0.1 0.1 -0.140
H -1.89085 -3.24871 1.34763 0.0 0.0 0.0 0.096
H -0.09876 -3.29771 1.34706 0.0 0.0 0.0 0.072
H -1.02919 -4.36416 0.28575 0.0 0.0 0.0 0.095
F 0.40537 1.37781 -4.01753 0.0 0.0 0.0 0.034
C 0.77380 0.43923 -3.08933 -0.1 -0.1 0.0 -0.627
F 1.54564 1.11375 -2.20094 0.0 0.0 0.0 0.053
F 1.63160 -0.38543 -3.76410 0.0 0.0 0.0 0.038
```
Positions in Å, forces in eV/Å.


Record 2
Density functional theory data (wB97M-V/def2-TZVPD) for the molecule C4H9NO2 at a distorted geometry.

Output
net charge	0
relative energy (zero: lowest compared OMol25 entry of this formula, charge and spin)	63.75	kcal/mol
HOMO energy	-9.39	eV
SMILES	COCCNC=O
max |F|	0.0288	Eh/bohr
gap between HOMO and LUMO	10.347	eV

XYZ file:
```
16
Properties=species:S:1:pos:R:3:forces:R:3:lowdin_charge:R:1
C -0.29741 -1.77632 -1.08798 0.0 0.0 0.0 -0.102
O 0.71204 -0.92883 -0.54331 0.3 0.0 0.4 -0.212
C 0.74188 0.45749 -0.81752 0.8 0.5 0.7 -0.156
C 0.85035 1.35461 0.68183 -0.2 -0.4 -1.1 -0.096
N -0.05018 0.74433 1.62575 -0.4 -0.1 -0.2 0.003
C -1.20153 0.36700 1.02950 -0.5 0.0 0.0 -0.373
O -1.54768 0.85375 -0.03194 -0.9 -0.1 0.8 -0.016
H -1.30864 -1.35379 -1.01747 0.3 0.1 0.0 0.078
H -0.11738 -2.07012 -2.13540 0.2 0.3 0.2 0.087
H -0.26432 -2.69552 -0.48866 0.0 0.2 -0.1 0.089
H -0.04793 0.66398 -1.57695 0.4 0.6 1.2 0.119
H 1.66624 0.74150 -1.29598 0.7 -0.3 -0.2 0.088
H 0.52160 2.37728 0.47310 -0.1 -0.2 -0.3 0.102
H 1.80674 1.48515 1.24975 -0.2 -0.7 -1.3 0.119
H 0.29636 0.21586 2.41512 0.0 0.0 -0.4 0.135
H -1.76014 -0.43638 1.52016 -0.2 0.0 0.3 0.136
```
Positions in Å, forces in eV/Å.


Record 3
Density functional theory data (wB97M-V/def2-TZVPD) for the molecule C8H12N2 at a distorted geometry.

Output
net charge	0
relative energy (zero: lowest compared OMol25 entry of this formula, charge and spin)	56.15	kcal/mol
HOMO energy	-11.44	eV
SMILES	CC(C)(C#N)C(C)(C)C#N
max |F|	0.1013	Eh/bohr
gap between HOMO and LUMO	12.072	eV

XYZ file:
```
22
Properties=species:S:1:pos:R:3:forces:R:3:lowdin_charge:R:1
C 0.65660 1.40314 1.33192 -1.1 0.2 -0.3 -0.027
C 0.58799 0.44717 0.01453 0.6 2.0 0.6 -0.465
C 0.56148 1.42299 -1.22596 -1.2 0.9 0.3 -0.045
C 1.90336 -0.24105 -0.08189 4.2 -1.8 -0.8 -0.194
C -0.56187 -0.60773 0.02015 -1.2 1.5 1.0 -0.506
C -0.68129 -1.35049 -1.28043 -0.1 -3.1 -2.8 -0.075
C -0.51648 -1.48617 1.31663 -2.4 0.0 -2.1 -0.009
C -1.87434 0.14914 -0.01152 -2.5 3.0 0.5 -0.192
H 1.66627 1.92359 1.37399 -1.3 -0.8 0.0 0.097
H -0.16796 2.24346 1.23538 1.6 -1.8 0.2 0.119
H 0.46711 0.78908 2.27361 0.4 1.1 -1.2 0.081
H 1.12006 2.38487 -0.97940 -0.2 -1.6 -0.6 0.108
H 0.85815 0.87548 -2.11821 0.6 0.4 0.0 0.076
H -0.47109 1.80478 -1.48944 0.8 -0.6 0.8 0.095
H -1.38607 -0.79422 -2.04958 1.8 -1.1 1.5 0.123
H -1.25321 -2.34062 -0.99109 1.1 1.8 -1.0 0.116
H 0.35070 -1.69226 -1.84013 -2.5 1.0 1.6 0.144
H -0.54788 -0.91887 2.20098 -0.9 0.9 1.0 0.056
H -1.30276 -2.29146 1.26564 0.8 0.9 0.2 0.117
H 0.41797 -1.88557 1.38522 2.7 -1.7 -0.2 0.049
N 2.99674 -0.69474 -0.25770 -4.8 1.9 0.9 0.166
N -2.82349 0.85948 -0.09269 3.4 -2.8 0.3 0.167
```
Positions in Å, forces in eV/Å.


no.,energy (eV)
1,-131060.506
2,-9877.296
3,-11468.803